ORCA calculation (ωB97M-V with the def2-TZVPD basis set) on a cluster of 2 separate species, C3H9ClN2O6P in total.

Last column: Löwdin charge in e.
Positions of all 22 atoms, in Å:
N  -0.674087  -2.035957  -0.396292  0.00
C  0.553287  -1.935244  0.377870  -0.30
C  1.229838  -0.559691  0.361231  -0.28
C  1.751046  -0.184660  -1.020186  -0.45
P  2.367210  1.541371  -1.108319  0.87
O  0.975649  2.456436  -0.923839  -0.45
N  -0.068216  2.199367  -1.883750  -0.07
O  -0.959711  2.910811  -1.708587  0.08
H  -0.496103  -2.099412  -1.390274  0.05
H  -1.239149  -1.207956  -0.222906  0.03
H  1.256119  -2.698737  0.022957  0.10
H  0.323775  -2.187471  1.415816  0.11
H  2.045189  -0.544566  1.090168  0.10
H  0.486558  0.170198  0.697375  0.09
H  2.614779  -0.809798  -1.282725  0.07
H  0.990926  -0.352228  -1.784195  0.06
H  2.463315  1.602708  -2.527384  -0.07
O  -3.745271  1.720989  1.743116  -0.38
Cl  -2.729508  0.749714  2.064059  0.63
O  -2.124119  0.269706  0.830453  -0.41
O  -3.317211  -0.363922  2.766796  -0.38
O  -1.704318  1.358343  2.878617  -0.38

Forces on the atoms, in the same order (eV/Å):
N 0.03 0.03 -0.09
C 0.14 -0.07 0.01
C -0.20 -0.01 0.06
C 0.08 0.00 -0.08
P 0.01 0.01 -0.01
O 0.04 0.01 0.03
N 0.07 -0.06 -0.01
O -0.09 0.05 0.00
H 0.09 0.07 0.03
H -0.21 -0.19 0.09
H -0.01 0.00 0.00
H -0.04 0.04 0.00
H 0.05 0.02 -0.01
H 0.03 0.01 0.00
H 0.00 0.00 -0.02
H -0.06 0.03 0.03
H 0.01 -0.02 0.01
O 0.00 0.00 0.00
Cl 0.04 0.00 0.02
O 0.02 0.08 -0.08
O 0.00 -0.01 0.00
O 0.01 0.00 0.00

Properties
* LUMO energy: 2.67 eV
* total charge: -1
* calculated total energy: -40325.7404 eV



ORCA calculation (ωB97M-V with the def2-TZVPD basis set) on a structure of composition ClH10O5 at a distorted geometry.

Last column: Löwdin charge in e.
Positions of all 16 atoms, in Å:
Cl  0.099400  0.213278  0.385286  0.66
O  0.979879  -0.757776  -1.994304  -0.15
H  0.813076  -1.697948  -1.927363  0.02
H  1.115206  -0.473102  -1.090497  -0.08
O  -1.615141  -1.287591  -0.576878  -0.15
H  -0.882395  -0.731867  -0.311376  -0.28
H  -1.243409  -2.168382  -0.624429  0.02
O  1.734345  1.783572  1.492399  -0.17
H  1.570475  2.704779  1.290542  0.01
H  0.924859  1.336176  1.245813  -0.23
O  0.180093  1.159350  -1.849916  -0.20
H  -0.138404  0.803782  -1.020236  -0.23
H  0.716045  1.911583  -1.598674  0.02
O  -1.804591  -0.877230  2.204199  -0.12
H  -1.255221  -1.309430  2.858137  0.01
H  -1.194216  -0.609196  1.517296  -0.14

Forces on the atoms, in the same order (eV/Å):
Cl 1.44 -0.55 5.38
O 1.42 -3.04 -1.56
H 0.15 -0.58 0.05
H 0.35 -0.12 0.03
O -2.75 -2.32 -1.55
H -0.54 -0.59 -0.66
H -0.11 -0.24 -0.05
O 2.23 1.86 1.28
H 0.08 0.28 0.05
H -0.17 0.13 0.26
O -0.60 4.31 -3.48
H -0.64 0.86 -1.11
H -0.04 0.38 0.15
O -1.07 -0.48 1.30
H 0.13 -0.01 0.15
H 0.12 0.12 -0.24

Properties
* LUMO energy: 3.84 eV
* total charge: -1
* calculated total energy: -22920.8988 eV
* energy relative to the best compared isomer or geometry (same formula, charge and spin): 5.1499 eV



ORCA calculation (ωB97M-V with the def2-TZVPD basis set) on the ion C4H10NO2 with charge -1 at a distorted geometry.

Last column: Löwdin charge in e.
Positions of all 17 atoms, in Å:
C  -1.035342  0.566411  -0.162307  -0.27
C  -1.010650  -0.404970  0.932002  -0.21
C  0.148348  -0.006839  2.003141  -0.52
O  1.297024  -0.134850  1.405672  -0.34
N  -0.510938  0.028460  -1.472366  -0.08
C  0.941269  0.241269  -1.409499  -0.35
O  1.548216  -0.727448  -2.237109  -0.10
H  -1.983781  1.004936  -0.411802  0.08
H  -0.410862  1.478152  -0.059650  0.11
H  -1.923378  -0.424368  1.425439  0.05
H  -0.874687  -1.480186  0.739076  0.10
H  -0.078286  1.100191  2.309793  0.10
H  0.092734  -0.767810  2.748357  0.05
H  -0.856523  -0.847611  -1.790112  0.07
H  1.351819  0.315773  -0.316490  0.10
H  1.047233  1.298559  -1.926154  0.12
H  2.257803  -1.239674  -1.777984  0.09

Forces on the atoms, in the same order (eV/Å):
C 0.56 0.12 -3.50
C 1.57 -0.18 2.47
C -1.55 0.51 -2.16
O 2.67 0.36 -0.66
N 0.35 2.12 1.30
C 0.01 1.61 -0.59
O 1.42 -0.95 -0.03
H -1.03 -0.10 0.27
H -0.07 -0.56 0.77
H -2.23 0.34 1.24
H 0.53 0.48 -0.81
H -0.17 -1.24 0.36
H -0.83 -0.31 1.93
H 0.25 -0.85 0.35
H -0.72 -0.68 -1.54
H 0.40 -1.64 0.76
H -1.16 0.97 -0.15

Properties
* SMILES string: [O-]CCCNCO
* LUMO energy: 4.08 eV
* total charge: -1
* calculated total energy: -9893.1482 eV
* energy relative to the best compared isomer or geometry (same formula, charge and spin): 4.2975 eV



Number 1: molar mass 235.54 g mol⁻¹. Number 2: molar mass 125.53 g mol⁻¹. Number 3: molar mass 104.13 g mol⁻¹.